{"formula": "C3H2N2O", "method": "ωB97M-V with the def2-TZVPD basis set", "symbols": ["O", "C", "C", "N", "C", "N", "H", "H"], "coordinates": [[2.00410, 0.04340, -0.07925], [0.84760, 0.08120, 0.07951], [-0.33385, 1.17525, 0.08885], [-1.50038, 0.68809, -0.15149], [-1.20118, -0.78093, 0.00814], [0.06589, -1.23811, 0.01145], [0.07878, 2.31146, 0.28996], [-1.94566, -1.66162, 0.26539]], "e_lumo_ha": -0.05325, "e_above_lowest_kcal_mol": 36.2, "homo_ev": -10.43, "fmax_ev_per_a": 5.29}